Record 1
Molecular formula: C10H21BN2O3
Method: DFT, ωB97M-V/def2-TZVPD

Each line ends with the natural charge from an NBO analysis.
Atoms and positions in Å:
O: -1.795 -0.370 -2.771  -0.9175
O: -0.020 -1.399 -1.065  -0.6590
O: -4.092 -0.121 -2.102  -0.9090
N: 1.732 -2.067 0.919  -0.8225
N: -1.114 -0.180 0.486  -0.4443
C: 1.357 -0.660 0.668  -0.1333
C: 0.074 -0.745 -0.072  0.7063
C: -1.294 0.958 1.380  -0.2078
C: 2.504 0.144 -0.084  -0.0378
C: -3.512 0.223 0.609  -0.4121
C: -2.458 -0.548 -0.191  -0.3882
C: 2.406 -0.020 -1.581  -0.6189
C: -2.838 1.050 1.687  -0.4126
C: 3.859 -0.287 0.468  -0.6139
C: 2.177 1.648 0.197  -0.6041
B: -2.837 -0.469 -1.750  1.1256
H: -0.681 0.798 2.253  0.1996
H: -0.951 1.868 0.977  0.1860
H: 3.013 2.208 -0.141  0.2173
H: 2.015 1.808 1.261  0.1973
H: 1.522 0.362 -2.050  0.2130
H: 2.494 -1.046 -1.944  0.2198
H: -3.244 2.023 1.678  0.2156
H: 4.690 0.446 0.257  0.2082
H: -3.105 0.696 2.666  0.2107
H: -4.304 0.073 -3.029  0.5129
H: 1.474 -2.621 0.109  0.3752
H: -0.959 -0.578 -2.334  0.5054
H: 1.158 -2.450 1.684  0.3610
H: -4.080 0.907 -0.101  0.2275
H: -2.589 -1.698 -0.068  0.2188
H: 1.203 -0.049 1.619  0.2000
H: 1.190 1.872 -0.234  0.2051
H: -4.227 -0.590 0.976  0.2216
H: 4.125 -1.304 0.122  0.2307
H: 3.869 -0.366 1.565  0.2157
H: 3.241 0.482 -2.065  0.2078

Calculated values
net charge	0
Kohn-Sham gap	9.6	eV
ΔE to the lowest compared entry with this formula, charge and spin	1.0949	eV

***

Record 2
Molecular formula: C10H21CdF6GeNO6S2
Method: DFT, ωB97M-V/def2-TZVPD

Each line ends with the natural charge from an NBO analysis.
Atoms and positions in Å:
Cd: 0.614 0.109 -0.126  1.5154
Ge: 1.560 1.474 -3.117  1.6215
S: 0.902 -0.001 2.800  2.1822
S: 3.335 -0.101 1.474  2.2155
F: 5.497 0.809 0.421  -0.3018
F: 3.781 2.081 0.056  -0.3049
F: 4.715 2.057 2.010  -0.2971
F: 2.130 -1.606 4.503  -0.2893
F: 0.538 -0.406 5.339  -0.3006
F: 2.440 0.514 4.858  -0.2974
O: -1.477 1.490 0.023  -0.5914
O: -0.161 0.929 3.031  -0.9307
O: -1.407 -1.432 0.056  -0.5727
O: 3.010 -0.817 0.262  -0.9549
O: 4.032 -0.762 2.528  -0.8945
O: 0.589 -1.255 2.139  -0.9508
N: 2.035 0.769 1.971  -1.2544
C: 0.550 0.052 -2.267  -1.5060
C: -2.471 -0.646 0.576  -0.1076
C: 1.122 3.165 -2.230  -1.0940
C: 1.563 -0.412 4.492  0.7502
C: 1.081 1.642 -5.005  -1.0891
C: -1.789 -2.264 -1.026  -0.2525
C: 3.470 1.098 -2.949  -1.0934
C: -2.601 0.642 -0.215  -0.1013
C: 4.390 1.318 0.958  0.7363
C: -1.744 2.494 1.002  -0.2521
H: 0.053 3.364 -2.339  0.2248
H: 0.017 1.862 -5.108  0.2244
H: -3.406 -1.216 0.574  0.1870
H: -2.529 3.161 0.636  0.1740
H: 1.644 2.444 -5.485  0.2289
H: 1.289 0.712 -5.535  0.2279
H: 1.351 3.132 -1.163  0.2197
H: -2.036 2.057 1.957  0.1930
H: 0.929 -0.930 -2.558  0.2269
H: -0.826 3.059 1.147  0.2072
H: 3.811 0.528 -3.815  0.2291
H: -2.520 -3.004 -0.690  0.1806
H: 3.671 0.507 -2.055  0.2353
H: -0.893 -2.770 -1.376  0.2083
H: -2.607 0.423 -1.285  0.1984
H: -3.526 1.174 0.024  0.1921
H: 4.056 2.015 -2.892  0.2298
H: -2.211 -1.691 -1.858  0.1708
H: -2.212 -0.422 1.614  0.2156
H: 1.673 4.001 -2.662  0.2306
H: -0.503 0.116 -2.552  0.2110

Calculated values
net charge	0
Kohn-Sham gap	9.4	eV
ΔE to the lowest compared entry with this formula, charge and spin	0.1404	eV

***

Record 3
Molecular formula: C10H21ClSi
Method: DFT, ωB97M-V/def2-TZVPD

Each line ends with the natural charge from an NBO analysis.
Atoms and positions in Å:
Cl: 0.108 1.821 -3.373  -0.4139
Si: -0.436 2.548 -1.491  1.6089
C: 0.481 -1.419 1.397  -0.3910
C: -1.656 3.934 -1.802  -1.1243
C: -0.216 -3.794 1.925  -0.1680
C: 1.182 3.122 -0.663  -1.1192
C: 0.464 -4.322 2.953  -0.3972
C: -1.307 1.206 -0.501  -0.8930
C: 1.203 -0.422 0.463  -0.3977
C: 0.565 -0.421 -0.923  -0.4261
C: 0.442 -2.876 0.933  -0.4545
C: -0.909 -0.165 -0.998  -0.4020
H: -1.049 1.381 0.560  0.2324
H: 1.453 -3.237 0.673  0.2091
H: 2.079 2.749 -1.148  0.2503
H: 0.934 -1.415 2.400  0.2059
H: -1.200 -0.268 -2.056  0.2202
H: 0.042 -5.002 3.678  0.1995
H: 1.211 4.208 -0.683  0.2410
H: 1.480 -3.982 3.136  0.1848
H: -1.321 4.588 -2.607  0.2478
H: 0.746 -1.391 -1.390  0.2078
H: -2.374 1.299 -0.601  0.2369
H: -1.256 -4.069 1.806  0.1981
H: -2.583 3.423 -2.039  0.2396
H: 2.283 -0.627 0.479  0.2103
H: -0.057 -2.938 -0.041  0.2079
H: -1.480 -0.931 -0.433  0.2025
H: 1.153 0.612 0.894  0.1945
H: 1.153 0.206 -1.588  0.2199
H: -0.538 -1.085 1.583  0.1954
H: -1.800 4.522 -0.895  0.2400
H: 1.201 2.747 0.348  0.2341

Calculated values
net charge	0
Kohn-Sham gap	10.4	eV
ΔE to the lowest compared entry with this formula, charge and spin	0.0000	eV

***

Record 4
Molecular formula: C10H21FO6Si2
Method: DFT, ωB97M-V/def2-TZVPD

Each line ends with the natural charge from an NBO analysis.
Atoms and positions in Å:
Si: -3.686 -0.285 -1.868  1.6651
Si: -2.337 -2.733 -1.052  1.2294
F: 5.292 1.304 3.644  -0.3272
O: 1.013 1.555 0.962  -0.5814
O: -3.553 -1.951 -1.863  -1.2260
O: 3.402 -2.574 4.698  -0.5557
O: 1.223 1.599 -1.280  -0.5429
O: 4.721 -0.824 4.161  -0.4980
O: 2.572 -0.813 3.572  -0.4855
C: 3.543 -1.513 4.202  0.9678
C: -4.273 0.352 -0.204  -1.1377
C: 1.447 0.382 -1.995  -0.0633
C: -1.032 1.419 -0.272  -0.5471
C: -1.641 1.779 -1.624  -0.3962
C: 1.863 -0.777 -1.123  -0.6434
C: -2.140 0.607 -2.492  -0.8905
C: 3.087 0.484 3.240  -0.1435
C: 4.577 0.230 3.225  0.4474
C: 0.474 1.497 -0.143  0.8319
H: 1.114 -1.071 -0.399  0.2148
H: 2.259 0.601 -2.676  0.1987
H: -2.421 1.033 -3.452  0.2458
H: -2.499 2.414 -1.432  0.2054
H: -5.306 0.041 -0.097  0.2506
H: -3.685 0.004 0.634  0.2385
H: -4.770 0.013 -2.830  -0.2175
H: 2.690 0.826 2.290  0.2427
H: -1.675 -3.677 -1.978  -0.1973
H: -1.318 -0.069 -2.704  0.2228
H: 4.970 -0.096 2.261  0.1482
H: 2.804 -0.571 -0.631  0.2177
H: 2.027 -1.630 -1.775  0.2238
H: -2.863 -3.512 0.083  -0.1905
H: -1.327 -1.757 -0.605  -0.2348
H: 2.819 1.195 4.022  0.1999
H: -4.286 1.436 -0.239  0.2388
H: 0.589 0.128 -2.608  0.1690
H: -1.379 2.134 0.465  0.2528
H: -0.946 2.370 -2.206  0.2240
H: -1.351 0.449 0.090  0.2431

Calculated values
net charge	0
Kohn-Sham gap	11.2	eV
ΔE to the lowest compared entry with this formula, charge and spin	0.1659	eV

***

Record 5
Molecular formula: C10H21INO6PS
Method: DFT, ωB97M-V/def2-TZVPD

Each line ends with the natural charge from an NBO analysis.
Atoms and positions in Å:
I: -5.339 -0.615 -3.492  -0.2031
S: -2.599 -0.648 1.705  1.7765
P: -5.596 -0.711 -1.036  0.9984
O: -5.483 -2.301 -0.654  -0.9868
O: -2.887 -0.395 3.070  -0.9074
O: 5.387 -0.868 -0.386  -0.3649
O: 4.245 0.624 0.678  -0.3875
O: -3.893 0.065 0.925  -0.7242
O: -1.307 0.305 1.377  -0.7229
N: 5.261 -0.010 0.464  0.5357
C: -1.156 0.597 -0.038  0.0783
C: 1.373 -1.104 0.375  -0.4292
C: 6.438 0.299 1.323  -0.4842
C: 0.250 1.088 -0.362  -0.2114
C: -3.896 -0.200 -0.486  -0.2683
C: 1.451 -2.552 -0.169  -0.6043
C: -2.232 1.630 -0.413  -0.4260
C: -3.377 1.041 -1.213  -0.4402
C: 0.825 2.045 0.694  -0.6320
C: 1.209 -0.050 -0.719  -0.3879
H: 2.173 0.384 -0.962  0.2208
H: -3.085 0.822 -2.230  0.2282
H: 1.508 -2.558 -1.250  0.2009
H: -6.105 -2.813 -1.201  0.5066
H: 6.678 1.348 1.180  0.2362
H: 2.326 -0.918 0.854  0.2134
H: -1.750 2.443 -0.944  0.2167
H: -3.234 -1.054 -0.652  0.2008
H: -1.292 -0.336 -0.590  0.1808
H: 0.821 -0.491 -1.638  0.1883
H: 0.147 1.663 -1.278  0.2030
H: 6.148 0.107 2.352  0.2373
H: 0.624 -3.159 0.181  0.2030
H: 0.595 -1.062 1.126  0.2109
H: 0.253 2.051 1.616  0.2248
H: -2.604 2.054 0.509  0.2325
H: 0.837 3.061 0.312  0.2077
H: 1.856 1.809 0.924  0.2242
H: 7.260 -0.338 1.021  0.2317
H: -4.178 1.778 -1.177  0.2181
H: 2.350 -3.031 0.207  0.2058

Calculated values
net charge	0
Kohn-Sham gap	9.0	eV

***

Record 6
Molecular formula: C10H21N2
Method: DFT, ωB97M-V/def2-TZVPD

Each line ends with the natural charge from an NBO analysis.
Atoms and positions in Å:
N: 1.051 -0.709 -0.692  -0.3321
N: -0.556 0.571 0.081  -0.3966
C: -0.237 -0.598 -0.794  0.6241
C: -0.002 -0.764 2.525  -0.6299
C: 0.823 2.473 0.584  -0.6149
C: 1.849 -1.836 -1.162  -0.4073
C: -1.843 0.976 0.409  -0.4435
C: -1.203 -1.252 -1.731  -0.4883
C: 1.699 0.134 0.254  -0.2036
C: 0.606 1.002 0.740  0.0805
C: -1.621 -0.357 -2.900  -0.5905
C: 0.374 0.674 2.255  -0.4022
H: 2.218 -0.444 0.978  0.2273
H: -0.967 -0.987 2.100  0.1961
H: 0.449 3.150 1.328  0.2379
H: 2.547 0.698 -0.346  0.2302
H: -2.268 0.391 -2.534  0.2159
H: 1.244 -2.710 -1.250  0.2241
H: -2.475 1.132 -0.449  0.2250
H: 2.280 -1.729 -2.091  0.2271
H: 1.931 2.574 0.496  0.2259
H: 0.435 2.864 -0.333  0.2282
H: -0.788 0.185 -3.305  0.2188
H: -0.667 -2.223 -2.159  0.2513
H: 2.658 -1.938 -0.419  0.2259
H: -2.120 -1.488 -1.131  0.2656
H: 0.764 -1.526 2.220  0.2005
H: -1.896 2.093 0.757  0.2446
H: -0.291 -0.945 3.497  0.2424
H: -2.081 -0.871 -3.719  0.2468
H: -2.418 0.365 1.107  0.2121
H: 1.443 0.662 2.723  0.2209
H: -0.356 1.367 2.777  0.2376

Calculated values
net charge	+1
Kohn-Sham gap	9.6	eV
ΔE to the lowest compared entry with this formula, charge and spin	0.4486	eV

***

Record 7
Molecular formula: C10H21N2
Method: DFT, ωB97M-V/def2-TZVPD

Each line ends with the natural charge from an NBO analysis.
Atoms and positions in Å:
N: 0.755 -0.338 0.088  -0.4518
N: -0.235 1.767 0.602  -0.3529
C: 0.089 0.326 1.190  0.1445
C: 1.137 -1.771 -0.119  -0.0523
C: -2.018 2.495 -1.193  -0.6576
C: 0.822 2.663 0.183  -0.4225
C: -1.191 -0.145 1.665  -0.6694
C: -0.804 0.320 -1.251  0.2958
C: -1.233 -0.579 -2.321  -0.7452
C: 2.584 -1.830 -0.766  -0.6099
C: -1.097 1.415 -0.611  0.0250
C: 1.258 -2.582 1.217  -0.6161
H: -1.641 0.676 2.181  0.2088
H: 1.927 -2.028 1.854  0.2110
H: -1.973 -0.316 0.977  0.2402
H: -1.414 -0.040 -3.282  0.2699
H: 0.317 3.518 -0.251  0.2246
H: 3.403 -1.513 -0.026  0.2212
H: -2.587 3.021 -0.351  0.2315
H: -2.809 2.088 -1.772  0.2552
H: -2.232 -1.010 -2.223  0.2671
H: 1.576 2.944 0.870  0.2462
H: 2.532 -1.180 -1.595  0.2144
H: -0.478 -1.425 -2.419  0.2670
H: 0.771 0.554 1.916  0.2175
H: -0.860 2.230 1.203  0.4202
H: -1.352 3.284 -1.761  0.2443
H: 0.233 -2.727 1.710  0.2026
H: -1.134 -1.074 2.367  0.2650
H: 1.209 2.192 -0.705  0.2470
H: 1.594 -3.559 1.016  0.2340
H: 2.865 -2.889 -1.055  0.2271
H: 0.286 -2.133 -0.735  0.1973

Calculated values
net charge	+1
Kohn-Sham gap (alpha / beta)	9.1 / 9.1	eV
ΔE to the lowest compared entry with this formula, charge and spin	4.0880	eV

***

Record 8
Molecular formula: C10H21N2O9P
Method: DFT, ωB97M-V/def2-TZVPD

Each line ends with the natural charge from an NBO analysis.
Atoms and positions in Å:
P: 1.933 3.090 -5.550  2.5170
O: -2.353 -0.700 0.094  -0.7358
O: -0.927 1.496 -1.712  -0.6045
O: -2.860 -2.929 3.916  -0.6125
O: 2.312 2.216 -4.233  -0.7779
O: -2.523 0.147 2.767  -0.6352
O: 2.714 2.686 -6.726  -1.1333
O: 0.409 2.986 -5.932  -0.9661
O: 2.310 4.588 -5.275  -0.9796
O: 0.223 -0.062 -0.569  -0.7131
N: -0.983 -2.962 2.673  -0.6187
N: -0.556 -0.086 3.739  -0.6017
C: 0.070 0.815 -1.575  0.7950
C: -1.472 -0.480 2.848  0.6777
C: 1.174 0.901 -2.616  -0.5248
C: 1.971 3.231 -2.093  -0.6360
C: 0.789 -0.626 3.937  -0.4167
C: -1.195 -1.702 1.940  -0.1643
C: -1.363 -4.726 4.288  -0.7083
C: -1.803 -3.453 3.604  0.6672
C: -2.267 -1.886 0.858  -0.0694
C: 1.369 2.316 -3.161  0.0822
H: 2.108 0.543 -2.179  0.2251
H: -0.385 -4.577 4.743  0.2190
H: 2.933 2.841 -1.748  0.2104
H: 1.326 -0.667 2.987  0.1999
H: 3.272 4.521 -5.323  0.5133
H: -0.144 -3.483 2.475  0.4000
H: 1.298 3.313 -1.234  0.2252
H: -0.695 -0.146 -0.224  0.5168
H: -1.988 -2.717 0.208  0.1863
H: -1.321 -5.532 3.559  0.2273
H: 0.425 3.414 -6.795  0.5197
H: -0.843 0.692 4.314  0.4128
H: 0.402 2.723 -3.483  0.2152
H: 0.730 -1.626 4.369  0.1963
H: -2.887 -0.078 0.617  0.5131
H: 0.910 0.232 -3.437  0.2516
H: 1.344 0.017 4.622  0.2201
H: 2.126 4.236 -2.497  0.2236
H: -0.262 -1.489 1.423  0.2243
H: -3.232 -2.101 1.320  0.2093
H: -2.089 -4.974 5.062  0.2492

Calculated values
net charge	0
Kohn-Sham gap	10.2	eV
ΔE to the lowest compared entry with this formula, charge and spin	0.0000	eV